16
Properties=species:S:1:pos:R:3:forces:R:3 method="wB97M-V/def2-TZVPD" fmax_ev_per_a=1.78 multiplicity=2 e_homo_ev="3.492 / -0.456" charge=-2 e_lumo_ev="5.818 / 5.815" total_energy_ha=-685.5166 homo_lumo_gap_ev="2.33 / 6.27"
C -0.86262 -0.10050 -0.34936 -0.05 -1.39 1.11
C -2.14645 0.70207 -0.34362 0.02 1.22 0.00
S -3.37400 0.22242 0.92348 -0.02 -0.18 -0.12
N -1.07233 -1.56617 -0.44443 -0.10 0.08 -0.59
H -0.46606 -0.02717 0.66839 0.34 0.44 -0.12
H -0.06841 0.19444 -1.04654 -0.36 0.14 -0.13
H -2.60111 0.73876 -1.33510 -0.10 -0.24 -0.25
H -1.86869 1.75271 -0.13021 0.03 -0.20 -0.13
H -1.63716 -1.78361 -1.26737 0.14 0.19 -0.01
H -1.71365 -1.76214 0.31821 -0.08 -0.07 0.17
H 3.71378 -1.48866 1.95176 0.07 0.00 -0.01
H 2.81686 -1.33308 0.71202 0.30 0.08 0.19
O 3.69429 -1.06932 1.06565 -0.29 0.01 -0.11
H 1.22696 2.02171 -0.67140 -0.04 -0.12 0.10
H 2.19524 1.61562 0.44075 0.14 -0.23 -0.22
O 2.16334 1.88292 -0.49223 -0.01 0.26 0.11